160
Properties=species:S:1:pos:R:3 method="wB97M-V/def2-TZVPD" e_lumo_ev=-1.29 homo_ev=-9.588 homo_lumo_gap_ev=8.3
Br 5.5545 -3.2429 -6.5380
Br 3.5589 -1.0675 -7.7858
Br 0.0408 6.7260 5.3354
Br 4.6559 -3.4185 -9.5774
Br -0.3362 3.6860 4.6744
Br 1.8984 5.3971 3.2081
F 9.0325 -0.0918 2.5415
F -1.6053 -0.5356 -3.5584
F 1.8329 4.0935 -0.4457
O 0.2543 -1.3779 -1.6117
O 6.7512 0.2128 0.9243
O -1.5924 4.3838 -2.5000
O 4.0515 1.3870 0.8063
O 0.4442 3.5666 -2.1437
O 0.6169 1.8867 -5.9666
O -0.6023 1.4543 -4.1456
O 7.7187 0.8183 -1.0291
O -3.1468 0.1379 -0.9677
O -6.3316 -0.5304 3.2616
O -5.1404 -7.0494 -5.4183
O 7.7725 4.1007 2.2388
O -1.4918 1.2311 -6.1914
O 8.5879 1.4859 0.9602
O 4.8937 6.7150 -1.3621
O -2.3438 -6.4993 4.7657
O -3.3976 -3.3805 8.9431
O -5.4546 -1.7478 -5.3021
O 0.1687 5.7345 -2.4582
C -6.4366 -3.7688 -5.9985
C -2.7685 -2.4208 4.1363
C -8.4649 -5.2478 -7.1058
C -3.2408 -1.6409 5.1818
C -3.2481 3.1761 1.9056
C -7.4385 -5.9031 -6.4805
C -3.2340 -4.0869 8.0062
C -5.0394 -3.9344 1.1651
C 1.7183 4.1318 -1.8298
C 3.2388 0.1960 -3.9680
C -5.5433 -0.4033 2.3561
C 4.6837 7.6060 1.2553
C 5.6517 6.2417 -0.5405
C -2.5899 -8.2382 8.5440
C 6.8415 0.8423 2.2131
C -3.7583 -2.5129 -0.2169
C 7.6752 4.8527 0.0008
C -8.4999 -3.8622 -7.2109
C 0.9999 -0.6084 -1.0855
C 0.1122 5.4049 3.9288
C -2.5184 -7.7118 7.2749
C 5.0327 -2.2531 -8.1054
C -5.4978 -2.8304 1.8595
C -3.2030 -6.0965 9.4307
C 3.0943 0.9223 0.2168
C 5.5285 6.5758 0.8952
C 6.2764 5.8668 1.8362
C 7.6813 0.8383 0.1488
C -3.0806 -5.5629 8.1611
C -1.8019 0.7576 -3.9163
C 1.5698 5.5600 -2.2966
C -4.2679 -1.3988 0.4155
C -3.8942 0.9956 1.0751
C -3.4907 -2.2045 6.4059
C -4.2882 -5.0647 -4.5247
C 3.1362 0.6273 -1.2315
C -3.3339 -2.9494 -3.9928
C -4.0662 3.0033 3.0128
C 4.2288 1.0348 -1.9595
C -3.7681 -0.0545 0.0310
C 1.8024 0.6478 0.9216
C 0.4738 0.6436 2.9088
C 0.7930 -0.0523 0.2616
C 8.6068 5.1402 -2.5920
C -2.5184 0.8352 -5.2730
C -4.8508 1.8573 3.1085
C -4.7696 0.8580 2.1543
C -2.6635 -4.3255 5.5801
C -2.9274 -7.4333 9.6255
C -2.3884 -3.5622 -3.1903
C 1.6312 1.0343 2.2447
C -5.2464 -5.8581 -5.3082
C 6.1192 6.1801 3.1813
C -7.4928 -3.1439 -6.5952
C 9.3549 4.4266 -1.6643
C -0.4432 4.5530 -2.3537
C -0.3334 -0.4676 0.9593
C -6.3860 -5.1596 -5.9693
C -5.4219 -2.9545 -5.3034
C 7.3752 5.6807 -2.2311
C 2.1189 -0.0558 -1.8634
C -2.7682 -6.3655 7.0644
C -3.1140 -3.5236 6.6301
C 5.1560 7.0979 3.5486
C 8.8377 4.2121 -0.4029
C -4.1928 -3.7878 0.0898
C -3.1547 2.1648 0.9556
C -0.5314 -0.0685 2.2672
C -5.1590 -1.5450 1.4785
C 2.1755 -0.2735 -3.2226
C -0.3892 1.5562 -5.4864
C 8.3341 1.0863 2.2826
C 4.2465 0.9001 -3.3239
C -2.4502 -4.9279 -3.0126
C -4.3778 -3.6780 -4.5401
C -3.2973 -5.7117 -3.7992
C 6.8882 5.5130 -0.9381
C 7.3114 4.8782 1.4328
C -2.4974 -3.7701 4.3367
C 4.4888 7.8689 2.5978
C -2.5151 -5.7968 5.7108
H 2.1344 5.7949 -3.1958
H 9.0231 5.3478 -3.5712
H -9.3001 -3.3513 -7.7214
H -7.5081 -2.0617 -6.6630
H -1.8256 -5.4523 -2.2953
H 9.4078 3.7412 0.3862
H 3.7852 8.6137 2.9451
H 6.8625 6.3967 -2.8623
H 5.0364 1.4105 -3.8610
H 4.1361 8.1338 0.4863
H -3.8924 -4.6660 -0.4633
H -1.4005 -0.4069 2.8179
H -2.4650 1.2937 -3.2393
H -5.4241 -4.9044 1.4565
H 5.8831 -1.6286 -8.3157
H -3.4043 -1.8743 -3.9452
H 5.0285 1.5131 -1.4342
H -6.1533 -2.9492 2.7140
H 3.2734 0.0177 -5.0332
H -2.4280 -9.2972 8.7124
H -3.5070 -0.6013 5.0203
H -2.2461 -4.3635 3.4684
H -2.9721 -2.3337 -0.9404
H -1.7264 -2.9253 -2.6165
H -3.2812 1.6142 -5.2942
H 6.4040 0.2193 2.9862
H -3.0303 -0.0911 -5.5328
H -2.7112 4.0946 1.7052
H -2.2693 -8.2827 6.3894
H 2.3902 1.5611 2.8053
H -5.5544 1.7654 3.9260
H -3.4131 -5.4827 10.2930
H 1.3332 -0.7511 -3.7075
H -3.0288 -7.7834 10.6445
H -2.7840 -2.0781 3.1060
H -1.1022 -0.9927 0.4015
H 2.4803 3.5203 -2.3002
H -3.3084 -6.7882 -3.7043
H 0.3789 0.9583 3.9403
H -4.1809 3.7490 3.7892
H -0.6160 5.7073 3.1963
H 4.9094 7.2700 4.5907
H -9.3496 -5.7319 -7.5139
H 6.8137 5.7465 3.8898
H 1.9173 6.2435 -1.5245
H 8.6985 1.8129 2.9992
H -2.5511 2.3579 0.0754
H 10.3629 4.1074 -1.8925
H 6.3057 1.7926 2.2148
H -7.4239 -6.9838 -6.4682
H -3.9189 -1.6293 7.2142